DFT (ωB97M-V with the def2-TZVPD basis set) results for a 13-piece molecular cluster, C44H116N11O6 overall in a non-equilibrium geometry.

## Properties
gap between HOMO and LUMO = 0.1512 hartree
ΔE to the lowest compared entry with this formula, charge and spin = 0.000 eV
molecular weight = 895.48 g/mol
net charge = +1

Bonds (Å) are listed after each position.
Geometry (Å):
1 N 2.195 -1.189 -2.923  H2 1.064, H3 1.100, H4 1.029, H5 1.020
2 H 1.843 -0.346 -3.469  N1 1.064
3 H 1.879 -1.138 -1.871  N1 1.100
4 H 3.220 -1.188 -2.830  N1 1.029
5 H 1.924 -2.120 -3.240  N1 1.020
6 N -2.991 -3.160 -0.908  H7 1.045, H8 1.068, H9 1.017, H10 1.030
7 H -3.462 -2.499 -1.567  N6 1.045
8 H -2.504 -2.594 -0.145  N6 1.068
9 H -2.262 -3.642 -1.428  N6 1.017
10 H -3.677 -3.832 -0.534  N6 1.030
11 N 0.962 -3.906 -0.302  H12 1.104, H13 1.010, H14 1.060, H15 1.027
12 H 1.194 -2.827 -0.299  N11 1.104
13 H 0.130 -4.148 -0.821  N11 1.010
14 H 0.906 -4.200 0.714  N11 1.060
15 H 1.802 -4.422 -0.591  N11 1.027
16 N -0.493 -1.463 3.548  H17 1.074, H18 1.065, H19 1.043, H20 1.019
17 H -0.858 -1.625 2.551  N16 1.074
18 H -0.723 -0.484 3.896  N16 1.065
19 H 0.549 -1.510 3.538  N16 1.043
20 H -0.842 -2.116 4.249  N16 1.019
21 N 3.928 -0.542 1.302  H22 1.063, H23 1.076, H24 1.021, H25 1.065
22 H 3.032 -0.791 0.789  N21 1.063
23 H 4.155 0.510 1.319  N21 1.076
24 H 4.643 -1.126 0.865  N21 1.021
25 H 3.696 -0.915 2.272  N21 1.065
26 C 3.899 -4.563 4.605  C27 1.406, C32 1.418, H36 1.080
27 C 3.704 -3.170 4.625  C26 1.406, C28 1.491, O35 1.221
28 C 2.703 -2.586 3.689  C27 1.491, O29 1.269, C30 1.383
29 O 2.367 -1.363 3.736  C28 1.269
30 C 2.056 -3.404 2.781  C28 1.383, C31 1.422, H37 1.088
31 C 2.291 -4.804 2.698  C30 1.422, C32 1.545, O34 1.240
32 C 3.317 -5.444 3.660  C26 1.418, C31 1.545, O33 1.218
33 O 3.541 -6.636 3.549  C32 1.218
34 O 1.820 -5.460 1.757  C31 1.240
35 O 4.372 -2.409 5.308  C27 1.221
36 H 4.554 -4.998 5.345  C26 1.080
37 H 1.286 -3.001 2.127  C30 1.088
38 O 1.601 -1.187 -0.274  C39 1.394
39 C 0.621 -0.443 0.380  O38 1.394, C40 1.497, H42 1.124, H43 1.113
40 C -0.835 -0.771 0.270  C39 1.497, O41 1.411, H44 1.120, H45 1.111
41 O -1.278 -1.969 0.870  C40 1.411
42 H 0.673 0.643 0.096  C39 1.124
43 H 0.913 -0.396 1.453  C39 1.113
44 H -1.233 -0.710 -0.776  C40 1.120
45 H -1.415 0.034 0.771  C40 1.111
46 C -1.612 -5.860 0.683  C47 1.542, H53 1.104, H54 1.087, H55 1.089
47 C -2.489 -6.575 -0.364  C46 1.542, N48 1.441, H56 1.094, H57 1.113
48 N -3.795 -6.023 -0.622  C47 1.441, C49 1.455, C51 1.445
49 C -4.511 -5.707 0.605  N48 1.455, C50 1.549, H58 1.094, H59 1.093
50 C -4.859 -6.908 1.518  C49 1.549, H60 1.097, H61 1.090, H62 1.083
51 C -4.530 -6.777 -1.612  N48 1.445, C52 1.522, H63 1.100, H64 1.086
52 C -5.870 -6.124 -1.917  C51 1.522, H65 1.089, H66 1.096, H67 1.087
53 H -1.478 -4.775 0.528  C46 1.104
54 H -0.655 -6.374 0.655  C46 1.087
55 H -2.035 -5.906 1.685  C46 1.089
56 H -1.920 -6.731 -1.285  C47 1.094
57 H -2.508 -7.584 0.103  C47 1.113
58 H -3.950 -4.929 1.132  C49 1.094
59 H -5.467 -5.254 0.331  C49 1.093
60 H -4.097 -7.011 2.300  C50 1.097
61 H -5.734 -6.687 2.128  C50 1.090
62 H -4.930 -7.809 0.920  C50 1.083
63 H -4.748 -7.770 -1.193  C51 1.100
64 H -3.936 -6.888 -2.514  C51 1.086
65 H -6.359 -6.543 -2.795  C52 1.089
66 H -5.717 -5.056 -2.110  C52 1.096
67 H -6.562 -6.242 -1.087  C52 1.087
68 C 3.495 7.017 -1.655  C69 1.543, H75 1.088, H76 1.100, H77 1.102
69 C 2.101 6.552 -2.126  C68 1.543, N70 1.473, H78 1.098, H79 1.089
70 N 1.223 6.053 -1.054  C69 1.473, C71 1.442, C73 1.446
71 C 0.880 6.942 0.029  N70 1.442, C72 1.499, H80 1.091, H81 1.107
72 C 0.345 8.268 -0.422  C71 1.499, H82 1.096, H83 1.088, H84 1.101
73 C 1.598 4.742 -0.572  N70 1.446, C74 1.525, H85 1.115, H86 1.099
74 C 0.417 3.918 -0.072  C73 1.525, H87 1.101, H88 1.086, H89 1.092
75 H 3.467 7.780 -0.880  C68 1.088
76 H 4.094 7.374 -2.505  C68 1.100
77 H 4.131 6.174 -1.339  C68 1.102
78 H 1.573 7.421 -2.541  C69 1.098
79 H 2.228 5.775 -2.880  C69 1.089
80 H 0.122 6.400 0.595  C71 1.091
81 H 1.751 7.041 0.705  C71 1.107
82 H -0.377 8.182 -1.242  C72 1.096
83 H -0.074 8.850 0.396  C72 1.088
84 H 1.087 8.928 -0.898  C72 1.101
85 H 2.369 4.794 0.231  C73 1.115
86 H 2.170 4.177 -1.322  C73 1.099
87 H 0.560 2.837 0.079  C74 1.101
88 H -0.463 4.019 -0.701  C74 1.086
89 H 0.300 4.251 0.961  C74 1.092
90 C -4.255 0.238 -0.294  C91 1.531, H97 1.088, H98 1.092, H99 1.098
91 C -3.745 0.333 -1.734  C90 1.531, N92 1.458, H100 1.106, H101 1.083
92 N -4.234 -0.753 -2.575  C91 1.458, C93 1.463, C95 1.470
93 C -3.350 -0.954 -3.723  N92 1.463, C94 1.524, H102 1.093, H103 1.090
94 C -3.488 0.139 -4.776  C93 1.524, H104 1.092, H105 1.091, H106 1.097
95 C -5.676 -0.697 -2.858  N92 1.470, C96 1.523, H107 1.102, H108 1.090
96 C -6.147 -1.721 -3.882  C95 1.523, H109 1.095, H110 1.088, H111 1.087
97 H -3.618 -0.421 0.291  C90 1.088
98 H -5.322 0.016 -0.220  C90 1.092
99 H -4.295 1.263 0.099  C90 1.098
100 H -4.152 1.292 -2.104  C91 1.106
101 H -2.664 0.370 -1.802  C91 1.083
102 H -2.312 -0.943 -3.378  C93 1.093
103 H -3.542 -1.926 -4.179  C93 1.090
104 H -2.686 0.169 -5.517  C94 1.092
105 H -4.456 0.102 -5.276  C94 1.091
106 H -3.511 1.148 -4.348  C94 1.097
107 H -5.929 0.315 -3.213  C95 1.102
108 H -6.194 -0.928 -1.928  C95 1.090
109 H -7.220 -1.528 -3.996  C96 1.095
110 H -6.053 -2.770 -3.608  C96 1.088
111 H -5.718 -1.549 -4.866  C96 1.087
112 C 6.575 2.342 0.412  C113 1.545, H119 1.092, H120 1.085, H121 1.100
113 C 5.531 3.081 1.280  C112 1.545, N114 1.467, H122 1.094, H123 1.098
114 N 4.431 2.214 1.717  C113 1.467, C115 1.460, C117 1.490
115 C 4.172 2.323 3.150  N114 1.460, C116 1.520, H124 1.104, H125 1.091
116 C 5.277 1.685 3.977  C115 1.520, H126 1.090, H127 1.085, H128 1.091
117 C 3.180 2.602 1.008  N114 1.490, C118 1.543, H129 1.105, H130 1.092
118 C 3.247 2.409 -0.521  C117 1.543, H131 1.089, H132 1.095, H133 1.101
119 H 6.724 1.341 0.821  C112 1.092
120 H 7.505 2.888 0.292  C112 1.085
121 H 6.185 2.173 -0.603  C112 1.100
122 H 6.100 3.447 2.140  C113 1.094
123 H 5.183 3.982 0.760  C113 1.098
124 H 4.072 3.356 3.525  C115 1.104
125 H 3.214 1.853 3.377  C115 1.091
126 H 5.318 0.617 3.766  C116 1.090
127 H 6.197 2.245 3.837  C116 1.085
128 H 5.019 1.736 5.035  C116 1.091
129 H 3.000 3.684 1.144  C117 1.105
130 H 2.262 2.081 1.290  C117 1.092
131 H 3.884 3.123 -1.041  C118 1.089
132 H 2.216 2.403 -0.889  C118 1.095
133 H 3.641 1.426 -0.821  C118 1.101
134 C -1.353 3.132 2.926  C135 1.507, H141 1.086, H142 1.078, H143 1.105
135 C -1.173 1.663 3.208  C134 1.507, N136 1.468, H144 1.093, H145 1.098
136 N -0.928 1.243 4.593  C135 1.468, C137 1.463, C139 1.465
137 C -2.078 1.470 5.469  N136 1.463, C138 1.549, H146 1.093, H147 1.107
138 C -3.290 0.574 5.112  C137 1.549, H148 1.087, H149 1.093, H150 1.087
139 C 0.256 1.933 5.108  N136 1.465, C140 1.517, H151 1.101, H152 1.093
140 C 0.797 1.378 6.412  C139 1.517, H153 1.088, H154 1.090, H155 1.088
141 H -1.562 3.241 1.866  C134 1.086
142 H -0.672 3.783 3.450  C134 1.078
143 H -2.338 3.415 3.340  C134 1.105
144 H -2.031 1.100 2.832  C135 1.093
145 H -0.360 1.237 2.605  C135 1.098
146 H -1.910 1.262 6.528  C137 1.093
147 H -2.464 2.507 5.501  C137 1.107
148 H -3.740 0.895 4.176  C138 1.087
149 H -2.947 -0.456 4.983  C138 1.093
150 H -4.021 0.546 5.916  C138 1.087
151 H 0.044 2.996 5.307  C139 1.101
152 H 1.034 1.929 4.340  C139 1.093
153 H 1.774 1.822 6.590  C140 1.088
154 H 0.948 0.298 6.409  C140 1.090
155 H 0.101 1.643 7.205  C140 1.088
156 C 3.359 1.955 -4.907  C157 1.486, H163 1.094, H164 1.093, H165 1.090
157 C 2.099 1.525 -5.569  C156 1.486, N158 1.487, H166 1.101, H167 1.092
158 N 1.110 0.983 -4.599  C157 1.487, C159 1.486, C161 1.451
159 C 0.470 2.145 -3.929  N158 1.486, C160 1.529, H168 1.094, H169 1.099
160 C -0.372 1.759 -2.712  C159 1.529, H170 1.093, H171 1.100, H172 1.091
161 C 0.060 0.236 -5.266  N158 1.451, C162 1.546, H173 1.102, H174 1.083
162 C 0.611 -0.997 -6.020  C161 1.546, H175 1.102, H176 1.088, H177 1.089
163 H 4.009 2.404 -5.663  C156 1.094
164 H 3.945 1.157 -4.443  C156 1.093
165 H 3.237 2.722 -4.143  C156 1.090
166 H 1.649 2.345 -6.149  C157 1.101
167 H 2.306 0.770 -6.331  C157 1.092
168 H 1.233 2.820 -3.530  C159 1.094
169 H -0.069 2.780 -4.646  C159 1.099
170 H -1.260 1.187 -2.992  C160 1.093
171 H 0.161 1.119 -1.995  C160 1.100
172 H -0.670 2.629 -2.126  C160 1.091
173 H -0.438 0.740 -6.109  C161 1.102
174 H -0.657 -0.139 -4.547  C161 1.083
175 H 1.449 -1.487 -5.499  C162 1.102
176 H 1.027 -0.749 -6.995  C162 1.088
177 H -0.143 -1.773 -6.136  C162 1.089

Atom charges from the Löwdin analysis, given in e for atoms 1 to 4: N 0.239; H 0.093; H 0.075; H 0.133